Model one:
Density functional theory data (ωB97M-V/def2-TZVPD) for 15 unconnected molecules or ions with the total composition H30O15.

Last column: natural (NBO) charge in e.
Atoms and positions in Å:
O (1.51, -2.21, -0.29)  -1.018
H (0.93, -2.48, -1.02)  0.517
H (1.32, -2.78, 0.46)  0.515
O (1.78, 4.01, 0.16)  -0.979
H (2.44, 4.27, 0.83)  0.451
H (1.67, 3.07, 0.33)  0.483
O (0.52, -0.44, 2.87)  -0.956
H (0.06, 0.02, 2.13)  0.514
H (1.42, -0.24, 2.81)  0.460
O (3.41, -0.40, -0.12)  -0.987
H (3.89, -0.47, -0.95)  0.482
H (2.68, -1.04, -0.18)  0.513
O (0.73, -3.08, 2.16)  -0.985
H (-0.16, -3.27, 1.91)  0.476
H (0.70, -2.14, 2.42)  0.499
O (-0.31, 3.16, 2.07)  -0.986
H (-0.42, 3.20, 1.13)  0.500
H (0.15, 3.95, 2.41)  0.470
O (1.82, 1.53, 0.63)  -0.977
H (2.00, 1.60, 1.57)  0.487
H (2.59, 0.99, 0.33)  0.515
O (-0.19, -2.50, -2.40)  -1.012
H (-1.02, -2.27, -1.93)  0.503
H (-0.36, -2.41, -3.35)  0.490
O (-2.67, -1.94, -1.43)  -0.970
H (-2.44, -2.21, -0.54)  0.492
H (-2.56, -1.00, -1.40)  0.487
O (-1.41, -3.34, 0.37)  -0.954
H (-2.09, -3.72, 0.92)  0.490
H (-1.08, -4.10, -0.14)  0.494
O (-1.86, 0.76, -1.81)  -0.978
H (-0.92, 0.61, -1.73)  0.523
H (-1.99, 1.02, -2.72)  0.481
O (-0.21, -0.15, 0.25)  -1.027
H (0.43, 0.55, 0.20)  0.508
H (0.34, -0.93, 0.11)  0.494
O (-2.86, 0.07, 0.84)  -0.971
H (-2.01, -0.13, 0.41)  0.493
H (-3.47, 0.33, 0.17)  0.461
O (0.81, 1.48, -2.04)  -0.951
H (0.49, 2.24, -2.49)  0.477
H (1.71, 1.75, -1.94)  0.484
O (-1.46, 3.07, -0.40)  -0.984
H (-2.15, 3.33, 0.24)  0.481
H (-1.78, 2.27, -0.85)  0.496

Properties
E_LUMO, hartree: 0.002
2S+1: 1
HOMO level, Eh: -0.3816
HOMO-LUMO gap, Ha: 0.38367
M, g mol⁻¹: 270.23

=====

Model two:
Density functional theory data (ωB97M-V/def2-TZVPD) for 15 unconnected molecules or ions with the total composition H30O15.

Last column: natural (NBO) charge in e.
Atoms and positions in Å:
O (-2.55, -3.60, 1.29)  -0.964
H (-2.39, -2.73, 0.92)  0.481
H (-3.36, -3.41, 1.75)  0.455
O (0.15, -2.88, -0.44)  -0.997
H (1.02, -2.58, -0.10)  0.487
H (0.06, -3.85, -0.29)  0.499
O (3.74, 0.86, -2.54)  -0.978
H (3.89, 1.24, -3.39)  0.467
H (2.79, 0.67, -2.38)  0.488
O (0.95, 1.40, 2.18)  -0.979
H (0.68, 2.33, 2.19)  0.480
H (0.50, 0.88, 1.52)  0.502
O (-0.16, 0.33, -0.07)  -1.002
H (-0.61, -0.52, 0.06)  0.515
H (0.45, 0.07, -0.79)  0.500
O (-2.00, 1.08, -1.65)  -1.008
H (-2.61, 1.53, -1.06)  0.494
H (-1.39, 0.66, -1.01)  0.480
O (-0.29, 2.83, -2.96)  -0.970
H (0.10, 2.99, -2.12)  0.463
H (-0.79, 2.01, -2.71)  0.477
O (1.32, -0.22, -2.17)  -0.932
H (0.69, -0.20, -2.90)  0.505
H (1.63, -1.14, -2.25)  0.491
O (-1.83, 0.16, 2.66)  -0.958
H (-2.81, 0.01, 2.64)  0.469
H (-1.43, -0.66, 2.68)  0.500
O (3.12, 0.85, 0.54)  -0.963
H (2.35, 1.17, 1.02)  0.475
H (2.79, 0.02, 0.27)  0.452
O (-0.15, -1.99, 2.25)  -0.964
H (0.05, -2.31, 1.36)  0.482
H (0.66, -1.54, 2.55)  0.476
O (-0.16, 3.28, -0.29)  -0.937
H (0.32, 2.43, -0.39)  0.480
H (0.51, 3.82, 0.14)  0.472
O (-2.39, -1.33, -0.07)  -0.956
H (-3.23, -0.83, -0.06)  0.497
H (-2.37, -1.68, -0.97)  0.499
O (-2.27, 2.35, 1.28)  -0.967
H (-2.03, 1.56, 1.67)  0.474
H (-1.46, 2.83, 1.33)  0.469
O (2.48, -1.75, 0.10)  -0.951
H (3.17, -1.85, 0.79)  0.514
H (2.84, -2.29, -0.59)  0.486

Properties
E_LUMO, hartree: -0.024
2S+1: 1
HOMO level, Eh: -0.3758
HOMO-LUMO gap, Ha: 0.35189
M, g mol⁻¹: 270.23

=====

Model three:
Density functional theory data (ωB97M-V/def2-TZVPD) for 15 unconnected molecules or ions with the total composition H30O15.

Last column: natural (NBO) charge in e.
Atoms and positions in Å:
H (-0.32, 0.79, -1.03)  0.486
H (0.44, -0.09, -0.05)  0.470
H (-1.37, -1.48, 2.33)  0.490
H (-2.08, -2.62, 1.62)  0.456
H (0.19, -0.56, 4.15)  0.460
H (-0.84, -1.62, 4.52)  0.484
H (-1.99, 2.75, 3.14)  0.470
H (-0.71, 2.44, 2.39)  0.460
H (-2.35, 0.10, 0.27)  0.457
H (-3.61, 0.71, 0.85)  0.461
H (0.33, 4.90, -0.97)  0.465
H (-0.72, 3.96, -1.54)  0.476
H (2.12, -4.26, -3.22)  0.454
H (1.88, -3.91, -1.76)  0.459
H (0.49, -3.24, -0.38)  0.451
H (-0.69, -2.92, -1.28)  0.465
H (4.36, 0.16, -0.08)  0.446
H (5.41, 1.11, 0.47)  0.475
H (-2.40, -0.81, -1.89)  0.450
H (-3.65, -1.61, -2.23)  0.469
H (3.42, -0.58, -1.48)  0.446
H (4.77, -1.22, -1.23)  0.473
H (-1.78, 1.02, -2.43)  0.463
H (-2.08, 1.95, -3.60)  0.482
H (2.33, -0.26, 2.71)  0.462
H (3.15, 0.11, 3.94)  0.474
H (1.99, 2.90, -0.86)  0.460
H (2.84, 3.65, 0.15)  0.464
H (-4.97, -0.27, -0.36)  0.472
H (-3.93, -1.37, -0.38)  0.427
O (-0.45, 0.22, -0.27)  -0.953
O (-1.62, -2.40, 2.44)  -0.954
O (-0.74, -0.79, 4.03)  -0.936
O (-1.45, 2.02, 2.84)  -0.930
O (-2.97, 0.83, 0.15)  -0.902
O (-0.39, 4.86, -1.62)  -0.943
O (1.43, -4.23, -2.55)  -0.919
O (-0.01, -3.59, -1.13)  -0.910
O (5.05, 0.77, -0.35)  -0.924
O (-3.05, -0.95, -2.59)  -0.923
O (4.07, -1.15, -1.89)  -0.915
O (-1.88, 1.95, -2.65)  -0.943
O (3.17, -0.44, 3.15)  -0.935
O (2.65, 3.60, -0.79)  -0.923
O (-4.04, -0.43, -0.55)  -0.919

Properties
E_LUMO, hartree: -0.037
2S+1: 1
HOMO level, Eh: -0.2962
HOMO-LUMO gap, Ha: 0.25935
M, g mol⁻¹: 270.22

=====

Which of them is most stable? Easy: model one.

=====

Model one:
Density functional theory data (ωB97M-V/def2-TZVPD) for 15 unconnected molecules or ions with the total composition H30O15.

Last column: natural (NBO) charge in e.
Atoms and positions in Å:
O (-3.11, 2.01, -1.17)  -0.933
H (-3.56, 1.17, -1.16)  0.460
H (-2.52, 1.99, -0.45)  0.471
O (-2.24, -0.90, -1.63)  -0.963
H (-2.29, -0.51, -2.47)  0.502
H (-1.62, -1.65, -1.65)  0.474
O (-0.78, -1.61, 1.98)  -0.992
H (-1.59, -1.92, 1.54)  0.506
H (-0.89, -1.73, 2.94)  0.513
O (-1.58, 1.69, 1.30)  -0.953
H (-2.02, 2.49, 1.38)  0.468
H (-0.90, 1.80, 1.91)  0.490
O (0.31, -0.35, -0.13)  -1.013
H (-0.50, -0.21, -0.60)  0.483
H (0.03, -0.64, 0.77)  0.517
O (-3.31, -0.48, 0.99)  -0.978
H (-3.08, -0.46, 0.06)  0.474
H (-2.80, 0.23, 1.32)  0.487
O (1.63, -3.10, 1.86)  -0.950
H (0.73, -2.90, 1.66)  0.473
H (1.59, -3.28, 2.80)  0.470
O (0.57, -1.29, -3.22)  -0.950
H (1.03, -2.03, -2.85)  0.496
H (-0.35, -1.46, -3.16)  0.473
O (2.19, 0.59, -2.43)  -0.990
H (1.50, 0.09, -2.82)  0.492
H (2.64, 1.07, -3.18)  0.476
O (0.73, 1.15, 2.69)  -0.988
H (0.59, 1.92, 3.26)  0.481
H (1.40, 1.28, 2.04)  0.522
O (2.91, 1.24, 0.78)  -0.953
H (2.72, 0.73, -0.01)  0.502
H (3.03, 2.10, 0.41)  0.468
O (2.82, -1.87, -1.12)  -0.955
H (1.99, -1.73, -0.68)  0.491
H (2.85, -1.51, -1.97)  0.464
O (0.20, 2.21, -0.93)  -0.956
H (0.85, 2.45, -1.56)  0.471
H (0.53, 1.37, -0.64)  0.493
O (0.88, -1.01, 4.40)  -0.978
H (0.89, -0.44, 3.64)  0.496
H (1.07, -0.38, 5.15)  0.468
O (-1.16, 1.45, -3.08)  -0.971
H (-0.72, 1.49, -2.24)  0.487
H (-0.63, 0.95, -3.75)  0.455

Properties
E_LUMO, hartree: -0.007
2S+1: 1
HOMO level, Eh: -0.3943
HOMO-LUMO gap, Ha: 0.38680
M, g mol⁻¹: 270.23

=====

Model two:
Density functional theory data (ωB97M-V/def2-TZVPD) for 15 unconnected molecules or ions with the total composition H30O15.

Last column: natural (NBO) charge in e.
Atoms and positions in Å:
O (-1.83, 0.45, -0.42)  -0.957
H (-1.66, -0.44, -0.07)  0.492
H (-0.90, 0.66, -0.24)  0.472
O (2.16, -0.58, 2.85)  -0.957
H (2.02, -0.43, 1.89)  0.475
H (2.92, -1.17, 2.80)  0.479
O (-1.69, 2.69, -1.85)  -0.968
H (-1.54, 1.76, -1.72)  0.496
H (-2.31, 3.03, -1.20)  0.464
O (2.98, 0.38, -1.46)  -0.957
H (3.89, 0.72, -1.68)  0.487
H (2.60, 1.11, -0.94)  0.504
O (1.60, 1.49, 0.63)  -0.971
H (1.16, 0.95, 1.39)  0.499
H (2.17, 2.07, 1.20)  0.484
O (0.87, 1.84, -3.76)  -0.931
H (0.49, 1.01, -3.36)  0.466
H (-0.08, 2.03, -3.95)  0.465
O (-1.51, 3.93, 1.11)  -0.948
H (-1.65, 3.98, 0.16)  0.469
H (-0.71, 4.44, 1.25)  0.476
O (0.53, -1.09, -0.01)  -1.065
H (0.59, -0.85, -1.02)  0.517
H (0.56, -2.03, 0.16)  0.487
O (-1.81, -3.24, -2.03)  -0.970
H (-2.19, -3.56, -1.18)  0.494
H (-2.44, -2.65, -2.45)  0.475
O (-0.74, -2.34, 2.18)  -0.983
H (-0.27, -2.24, 3.01)  0.482
H (-0.87, -1.44, 1.85)  0.506
O (1.26, -1.10, -2.41)  -0.970
H (1.60, -1.99, -2.54)  0.482
H (2.15, -0.62, -2.35)  0.510
O (1.94, 4.00, -1.51)  -0.970
H (1.18, 4.18, -2.11)  0.497
H (2.01, 3.05, -1.22)  0.473
O (-2.09, 1.17, 2.87)  -0.937
H (-2.62, 1.96, 2.64)  0.479
H (-1.28, 1.66, 3.05)  0.459
O (-3.01, -3.08, 0.96)  -0.959
H (-2.39, -3.43, 1.60)  0.487
H (-3.77, -3.05, 1.56)  0.470
O (1.05, -4.68, 2.34)  -0.941
H (1.18, -4.56, 1.40)  0.466
H (0.43, -3.99, 2.59)  0.473

Properties
E_LUMO, hartree: -0.007
2S+1: 1
HOMO level, Eh: -0.4062
HOMO-LUMO gap, Ha: 0.39930
M, g mol⁻¹: 270.23

=====

Model three:
Density functional theory data (ωB97M-V/def2-TZVPD) for 15 unconnected molecules or ions with the total composition H30O15.

Last column: natural (NBO) charge in e.
Atoms and positions in Å:
H (0.41, 0.81, 0.37)  0.454
H (-1.00, 0.24, 0.43)  0.471
H (1.01, 4.24, 3.25)  0.466
H (2.41, 3.76, 2.89)  0.464
H (-5.95, -1.73, -0.86)  0.476
H (-5.04, -1.54, 0.35)  0.456
H (4.84, 2.49, -0.32)  0.458
H (5.16, 1.92, -1.69)  0.478
H (0.87, -2.83, -1.07)  0.455
H (2.02, -2.41, -1.99)  0.474
H (2.44, 0.48, -0.46)  0.463
H (3.95, 0.40, -0.36)  0.489
H (-4.52, 1.17, 0.73)  0.470
H (-4.24, 2.26, -0.29)  0.470
H (-1.15, -1.75, 4.71)  0.465
H (-0.45, -1.64, 3.37)  0.462
H (1.84, -2.85, 0.76)  0.463
H (1.14, -1.62, 1.31)  0.478
H (3.68, -2.27, 0.46)  0.488
H (3.89, -3.19, 1.65)  0.459
H (-4.13, 1.10, -2.52)  0.478
H (-4.06, -0.38, -2.85)  0.467
H (-1.75, -3.32, -0.15)  0.457
H (-2.25, -2.88, -1.52)  0.478
H (-0.41, 5.31, -0.92)  0.465
H (0.06, 4.96, -2.33)  0.468
H (3.68, -0.48, -2.39)  0.489
H (2.72, -0.63, -3.56)  0.460
H (-3.15, -0.25, 1.80)  0.451
H (-2.48, 0.63, 2.84)  0.486
O (-0.38, 0.81, 0.91)  -0.927
O (1.50, 3.45, 2.99)  -0.929
O (-5.14, -1.28, -0.57)  -0.930
O (4.53, 1.85, -0.97)  -0.935
O (1.33, -2.05, -1.42)  -0.931
O (3.24, 0.50, -1.00)  -0.929
O (-4.53, 1.35, -0.22)  -0.941
O (-0.54, -1.20, 4.22)  -0.926
O (1.88, -1.89, 0.75)  -0.936
O (4.30, -2.91, 0.82)  -0.953
O (-4.38, 0.46, -3.20)  -0.946
O (-2.12, -3.67, -0.97)  -0.934
O (-0.40, 4.59, -1.56)  -0.932
O (3.65, -0.45, -3.35)  -0.972
O (-2.47, 0.42, 1.90)  -0.932

Properties
E_LUMO, hartree: -0.018
2S+1: 1
HOMO level, Eh: -0.3432
HOMO-LUMO gap, Ha: 0.32525
M, g mol⁻¹: 270.22

=====

Model four:
Density functional theory data (ωB97M-V/def2-TZVPD) for 15 unconnected molecules or ions with the total composition H30O15.

Last column: natural (NBO) charge in e.
Atoms and positions in Å:
H (0.44, 0.19, 0.01)  0.476
H (-0.56, 1.26, -0.13)  0.434
H (-5.21, 1.80, -1.77)  0.455
H (-4.13, 1.30, -2.55)  0.462
H (2.48, 0.62, 2.89)  0.491
H (2.00, -0.89, 3.34)  0.503
H (0.39, -2.24, -2.51)  0.466
H (-0.80, -3.14, -1.99)  0.474
H (3.12, -1.72, 0.62)  0.461
H (2.64, -0.37, 1.30)  0.492
H (-3.78, -1.10, -1.57)  0.487
H (-4.93, -2.13, -1.66)  0.470
H (-2.10, 0.09, -0.41)  0.478
H (-1.15, 0.46, -1.57)  0.444
H (4.97, 1.84, -0.09)  0.448
H (3.88, 1.29, 0.64)  0.447
H (-1.84, 0.58, 3.66)  0.485
H (-3.06, -0.42, 3.92)  0.474
H (3.40, 4.07, -0.77)  0.452
H (2.14, 4.66, -1.18)  0.464
H (4.31, -1.58, -0.83)  0.474
H (5.40, -1.99, -1.68)  0.466
H (-4.37, 1.18, 1.97)  0.485
H (-5.37, 1.74, 0.96)  0.465
H (0.63, 1.88, -1.43)  0.455
H (0.63, 2.51, 0.11)  0.505
H (0.56, -1.50, 0.08)  0.446
H (0.10, -1.53, 1.47)  0.470
H (-0.25, -3.27, 0.27)  0.491
H (1.31, -3.41, 0.56)  0.454
O (0.16, 0.91, 0.54)  -0.916
O (-5.13, 1.25, -2.50)  -0.916
O (1.87, -0.09, 2.73)  -0.947
O (-0.52, -2.52, -2.70)  -0.937
O (3.19, -0.79, 0.58)  -0.991
O (-4.37, -1.68, -1.07)  -0.960
O (-1.77, -0.29, -1.23)  -0.913
O (4.43, 1.12, -0.16)  -0.896
O (-2.58, 0.01, 3.23)  -0.957
O (2.96, 4.52, -1.56)  -0.916
O (4.42, -2.14, -1.55)  -0.944
O (-4.75, 2.02, 1.67)  -0.950
O (0.95, 2.60, -0.86)  -0.979
O (-0.20, -1.21, 0.68)  -0.900
O (0.49, -3.87, 0.54)  -0.952

Properties
E_LUMO, hartree: -0.025
2S+1: 1
HOMO level, Eh: -0.3733
HOMO-LUMO gap, Ha: 0.34831
M, g mol⁻¹: 270.22

=====

Which of them is most stable? Easy: model one.